Entry 1:
ORCA calculation (ωB97M-V with the def2-TZVPD basis set) on C29H50AlBCaCl4F5IKNNaO12P2V as an isolated structure.

The geometry in XYZ format:
```
110
C29H50AlBCaCl4F5IKNNaO12P2V | OMol25 | ωB97M-V with the def2-TZVPD basis set
C 0.536 3.045 2.575
C 0.293 1.871 1.914
C 0.013 1.799 0.381
C -1.237 2.580 -0.040
C -2.541 2.238 0.750
C -3.653 1.411 -0.057
C -3.601 -0.138 0.382
C -3.639 -0.721 1.774
C -3.534 -2.066 2.032
C -3.396 -2.943 0.947
C -3.402 -2.443 -0.342
C -3.502 -1.072 -0.629
O 1.251 2.315 -0.073
Al 2.289 0.989 0.632
I 3.510 1.707 2.767
P 3.925 -0.044 -0.783
C 5.475 0.933 -0.856
O 4.264 -1.491 -0.128
O 0.991 -0.241 0.863
C 0.027 0.277 -0.051
N 0.599 0.003 -1.372
C 0.085 0.602 -2.391
C 0.954 1.601 -3.159
C -1.319 0.367 -2.962
H -0.186 3.910 2.543
H 1.434 3.146 3.188
H 0.302 0.964 2.532
H -1.459 2.488 -1.116
H -1.009 3.668 0.147
H -3.010 3.206 1.010
H -2.370 1.707 1.713
H -4.679 1.813 0.238
H -3.578 1.597 -1.131
H -3.725 -0.047 2.692
H -3.555 -2.423 3.063
H -3.291 -4.015 1.102
H -3.295 -3.128 -1.183
H -3.501 -0.723 -1.659
H 5.843 1.196 0.147
H 6.251 0.304 -1.330
H 5.356 1.804 -1.519
H 3.812 -1.510 0.737
H -0.929 -0.230 0.190
H 0.965 2.582 -2.670
H 0.690 1.631 -4.223
H 1.978 1.199 -3.121
H -1.243 0.469 -4.056
H -1.587 -0.677 -2.770
H -2.080 1.092 -2.646
O 3.573 1.214 -5.037
V 4.751 0.172 -4.477
O 5.960 -0.860 -3.937
K -4.791 1.248 2.592
C 5.137 -4.822 -1.742
Cl 3.412 -4.753 -2.144
Cl 5.327 -4.983 0.011
Cl 5.874 -6.210 -2.542
Cl 5.924 -3.336 -2.288
F 1.979 0.025 3.752
Na -1.328 5.007 -1.087
O 12.053 -10.097 -2.887
C 11.239 -9.236 -2.728
O 10.797 -8.964 -1.481
C 9.962 -7.854 -1.156
C 8.499 -8.168 -1.396
C 10.631 -8.503 -3.901
H 10.286 -6.956 -1.686
H 10.121 -7.661 -0.096
H 8.300 -8.385 -2.447
H 7.871 -7.330 -1.092
H 8.204 -9.052 -0.829
H 9.832 -9.111 -4.323
H 11.406 -8.360 -4.651
H 10.247 -7.514 -3.658
C -8.106 9.277 0.347
O -7.285 8.278 -0.267
P -5.826 8.014 0.274
O -5.151 6.901 -0.386
O -6.003 7.863 1.847
C -6.781 6.749 2.296
O -5.102 9.420 0.162
C -4.598 9.790 -1.128
H -8.983 8.791 0.772
H -7.581 9.818 1.135
H -8.427 9.983 -0.416
H -6.914 6.002 1.509
H -7.758 7.107 2.618
H -6.274 6.293 3.147
H -4.815 10.844 -1.290
H -5.059 9.207 -1.926
H -3.518 9.642 -1.147
B -7.164 4.780 -2.317
F -8.085 3.964 -2.985
F -7.437 4.753 -0.920
F -5.843 4.283 -2.557
F -7.257 6.096 -2.788
C -0.077 -4.930 4.459
C -0.701 -5.762 3.347
C -2.077 -6.068 3.920
O -2.427 -4.957 4.759
C -1.272 -4.138 4.962
H 0.744 -4.296 4.127
H 0.297 -5.585 5.249
H -0.798 -5.157 2.441
H -0.136 -6.659 3.098
H -2.059 -6.968 4.540
H -2.837 -6.196 3.147
H -1.407 -3.215 4.382
H -1.188 -3.878 6.018
Ca 1.118 3.845 4.748
```

## Properties
LUMO ... -8.7 eV
Strongest force on any atom ... 5.879 eV/Å
M ... 1221.272 g mol⁻¹
Total charge ... +2
DFT total energy ... -8063.56442 Eh



Entry 2:
ORCA calculation (ωB97M-V with the def2-TZVPD basis set) on C29H50BF5N4O3S as an isolated structure.

The geometry in XYZ format:
```
93
C29H50BF5N4O3S | OMol25 | ωB97M-V with the def2-TZVPD basis set
C -2.942 1.047 -1.456
C -2.408 2.473 -1.620
O -1.079 2.475 -2.131
B -0.165 3.408 -1.701
O 0.682 3.955 -2.632
C 0.024 3.862 -0.194
C -0.003 3.055 0.921
C -0.173 1.571 0.707
C 1.149 0.837 0.789
O 1.413 -0.092 0.075
C 0.175 3.565 2.271
C 0.090 2.626 3.454
C -1.104 2.924 4.380
C -1.693 1.651 5.014
C -2.087 1.826 6.460
F -2.325 0.611 7.024
F -1.095 2.414 7.184
C -3.366 2.683 6.683
F -4.272 2.441 5.721
F -3.925 2.414 7.862
F -3.059 3.987 6.646
C 0.401 4.900 2.497
C 0.631 5.547 3.842
C 1.706 4.914 4.735
C 0.403 5.762 1.359
N 0.564 7.096 1.399
S 0.459 7.607 -0.115
N 0.219 6.231 -0.890
C 0.217 5.261 0.040
H -3.636 0.805 -2.260
H -2.125 0.331 -1.529
H -3.460 0.925 -0.507
H -2.466 3.013 -0.672
H -3.047 3.012 -2.321
H 0.208 4.352 -3.368
H -0.837 1.114 1.441
H -0.573 1.344 -0.275
H 1.887 1.202 1.527
H 1.021 2.669 4.019
H -0.012 1.599 3.125
H -0.839 3.653 5.142
H -1.877 3.390 3.766
H -1.013 0.802 4.957
H -2.598 1.379 4.475
H 0.932 6.571 3.637
H -0.325 5.633 4.365
H 2.249 5.682 5.280
H 2.422 4.339 4.149
H 1.285 4.235 5.478
C 5.877 -1.578 -3.826
C 4.866 -2.692 -4.047
N 4.216 -3.116 -2.822
C 3.481 -4.360 -2.951
C 2.264 -4.395 -3.885
C 3.552 -2.065 -2.066
C 2.474 -1.242 -2.778
H 6.594 -1.857 -3.052
H 6.426 -1.389 -4.750
H 5.400 -0.642 -3.533
H 5.388 -3.562 -4.455
H 4.150 -2.370 -4.822
H 3.168 -4.671 -1.950
H 4.192 -5.121 -3.288
H 1.411 -3.858 -3.468
H 1.950 -5.430 -4.038
H 2.490 -3.973 -4.865
H 4.315 -1.376 -1.695
H 3.126 -2.521 -1.170
H 2.793 -0.903 -3.765
H 2.239 -0.360 -2.186
H 1.545 -1.801 -2.896
C -4.563 -3.978 -1.087
C -3.358 -4.865 -1.362
N -2.481 -4.327 -2.384
C -1.502 -5.280 -2.877
C -0.436 -5.797 -1.903
C -1.989 -2.982 -2.141
C -1.224 -2.720 -0.838
H -5.094 -3.753 -2.013
H -5.251 -4.488 -0.413
H -4.281 -3.036 -0.614
H -3.713 -5.836 -1.719
H -2.838 -5.060 -0.409
H -1.005 -4.833 -3.743
H -2.058 -6.139 -3.266
H 0.316 -5.041 -1.679
H 0.084 -6.647 -2.350
H -0.873 -6.138 -0.964
H -2.840 -2.296 -2.179
H -1.363 -2.701 -2.992
H -1.737 -3.135 0.031
H -1.130 -1.643 -0.683
H -0.213 -3.123 -0.863
```

## Properties
LUMO ... -0.7 eV
Strongest force on any atom ... 0.727 eV/Å
M ... 640.613 g mol⁻¹
DFT total energy ... -2502.20280 Eh



Entry 3:
ORCA calculation (ωB97M-V with the def2-TZVPD basis set) on a 4-piece molecular cluster, C29H50ClO6PS overall.

The geometry in XYZ format:
```
88
C29H50ClO6PS | OMol25 | ωB97M-V with the def2-TZVPD basis set
C 1.909 0.895 5.382
O 3.221 0.529 5.004
C 3.453 -0.840 5.298
C 4.711 -1.378 4.629
C 4.679 -1.495 3.065
C 3.263 -1.518 2.488
C 2.874 -0.420 1.743
C 1.609 -0.302 1.175
C 1.236 0.899 0.322
C 0.877 2.194 1.090
C -0.626 2.247 1.538
Cl 1.979 2.588 2.450
C 0.736 -1.355 1.402
C 1.095 -2.456 2.133
C 2.385 -2.584 2.687
C 2.778 -3.815 3.452
O 3.921 -4.149 3.696
C 1.660 -4.719 3.915
C 0.445 -4.617 3.396
P -0.829 -5.782 4.052
S -0.524 -6.144 5.956
C 0.123 -3.588 2.342
O -0.892 -3.728 1.682
H 1.884 1.981 5.541
H 1.580 0.424 6.322
H 1.202 0.657 4.571
H 3.632 -0.888 6.392
H 2.543 -1.434 5.116
H 4.981 -2.327 5.104
H 5.516 -0.665 4.866
H 5.168 -2.438 2.797
H 5.265 -0.687 2.613
H 3.567 0.404 1.578
H 2.048 1.109 -0.384
H 0.336 0.608 -0.238
H 0.986 3.013 0.369
H -1.033 3.215 1.227
H -1.154 1.405 1.088
H -0.635 2.237 2.633
H -0.255 -1.287 0.951
H 1.902 -5.471 4.668
H -0.656 -7.000 3.356
H -2.130 -5.260 3.940
C 2.685 6.549 -1.441
C 2.879 5.387 -2.401
O 1.693 4.655 -2.659
C 0.622 5.380 -3.240
C 0.957 5.997 -4.586
H 2.278 6.192 -0.492
H 3.636 7.047 -1.250
H 1.992 7.294 -1.834
H 3.583 4.678 -1.962
H 3.328 5.728 -3.340
H 0.258 6.142 -2.541
H -0.192 4.665 -3.368
H 1.765 6.727 -4.513
H 0.083 6.504 -4.997
H 1.276 5.225 -5.290
C -0.043 6.199 -8.508
C -0.236 4.699 -8.653
O -1.362 4.198 -7.954
C -2.621 4.726 -8.334
C -2.974 4.485 -9.792
H 0.050 6.470 -7.456
H 0.858 6.518 -9.034
H -0.883 6.761 -8.919
H 0.631 4.187 -8.234
H -0.285 4.412 -9.709
H -2.673 5.793 -8.091
H -3.359 4.230 -7.702
H -2.268 4.967 -10.469
H -3.968 4.877 -10.009
H -2.963 3.416 -10.014
C -6.413 -7.549 4.519
C -4.915 -7.513 4.270
O -4.482 -8.399 3.252
C -5.029 -8.187 1.963
C -4.729 -6.813 1.387
H -6.731 -8.560 4.780
H -6.677 -6.875 5.335
H -6.981 -7.244 3.639
H -4.398 -7.818 5.181
H -4.579 -6.492 4.051
H -6.107 -8.379 1.973
H -4.586 -8.948 1.319
H -5.158 -6.013 1.993
H -5.140 -6.727 0.381
H -3.651 -6.646 1.339
```

## Properties
LUMO ... -1.4 eV
Strongest force on any atom ... 1.699 eV/Å
M ... 593.207 g mol⁻¹
SMILES string ... COCCCc1cc(C[C@@H](C)Cl)cc2c1C(=O)C=C([PH2]=S)C2=O.CCOCC.CCOCC.CCOCC
DFT total energy ... -2786.08307 Eh